Density functional theory data (the ωB97M-V functional and the def2-TZVPD basis) for a structure of composition C3H4LiO3Rb in a non-equilibrium geometry.

```
12
Properties=species:S:1:pos:R:3
Rb -3.74571 0.05476 1.68003
O 0.24616 -0.79124 -0.02955
O 5.05135 -0.64566 -1.16036
O 2.08762 0.33599 0.44405
C 2.78888 -0.50799 -0.45315
C 0.75582 0.14064 0.62726
C 4.20682 -0.03675 -0.53036
Li 6.94517 -0.68477 -1.41366
H 2.35920 -0.47192 -1.46890
H 2.77362 -1.56170 -0.13404
H 4.43027 0.95456 -0.08715
H 8.19364 -0.41730 -0.21014
```

Output
Calculated total energy: -10174.20989 eV
E_HOMO: -5.69 eV
Frontier orbital gap: 0.1369 hartree

Atomic partial charges in e from the Löwdin method, atoms 1 to 4: 0.869 -0.198 -0.113 -0.180